No. 1
This record from the Open Molecules 2025 dataset describes a molecular structure, C9H18NOSn in a non-equilibrium geometry. The level of theory is wB97M-V/def2-TZVPD.

```
30
Properties=species:S:1:pos:R:3
Sn 3.90 1.25 -2.07
C 1.32 -1.45 0.93
C 0.14 -1.36 -0.10
C -1.23 -1.41 0.72
C -1.60 -0.07 1.42
C -1.53 1.10 0.40
C -0.16 1.25 -0.34
N 0.13 -0.07 -0.91
O 0.99 -0.16 -2.08
C 0.96 1.85 0.56
C -0.41 2.39 -1.40
C 0.24 -2.71 -0.99
H 1.24 -2.44 1.39
H 1.19 -0.73 1.73
H 2.29 -1.34 0.44
H -1.05 -2.11 1.54
H -2.01 -1.81 0.07
H -0.86 0.20 2.17
H -2.55 -0.05 1.96
H -1.76 2.00 0.97
H -2.35 0.89 -0.29
H 0.93 2.94 0.59
H 1.94 1.62 0.15
H 1.06 1.49 1.59
H 0.46 2.40 -2.07
H -0.75 3.33 -0.97
H -1.26 2.13 -2.03
H 0.17 -3.55 -0.29
H 1.22 -2.77 -1.47
H -0.64 -2.80 -1.62
```

Results
- spin multiplicity = 2
- E_tot (eV) = -18970.7724
- total charge = +2

=====

No. 2
This record from the Open Molecules 2025 dataset describes 9 unconnected molecules or ions with the total composition H18O9 in a non-equilibrium geometry. The level of theory is wB97M-V/def2-TZVPD.

```
27
Properties=species:S:1:pos:R:3
O 25.59 26.38 -0.02
H 26.36 26.50 0.48
H 25.47 27.25 -0.29
O 23.22 30.62 3.58
H 23.05 29.86 3.04
H 22.58 31.34 3.50
O 20.96 28.61 0.62
H 21.62 28.99 0.15
H 20.93 27.69 0.13
O 23.35 29.91 0.32
H 23.16 30.72 0.71
H 23.92 29.47 0.93
O 24.12 27.82 1.92
H 25.03 27.54 2.29
H 23.76 27.10 1.33
O 25.62 29.04 -0.92
H 24.70 29.32 -1.36
H 25.80 29.85 -0.43
O 23.24 32.69 0.72
H 23.40 32.64 1.70
H 24.03 32.41 0.24
O 20.57 32.72 0.54
H 20.36 33.38 -0.12
H 21.56 32.88 0.68
O 21.71 30.88 -1.31
H 22.56 30.43 -0.95
H 21.28 31.25 -0.52
```

Results
- E_tot (eV) = -18718.5612
- structure (SMILES) = O.O.O.O.O.O.O.O.O
- ΔE to the lowest compared entry with this formula, charge and spin (eV) = 3.5743

=====

No. 3
This record from the Open Molecules 2025 dataset describes 2 unconnected molecules or ions with the total composition C4H8O2 in a non-equilibrium geometry. The level of theory is wB97M-V/def2-TZVPD.

```
14
Properties=species:S:1:pos:R:3
C 2.46 -0.40 1.09
C 1.07 -0.02 0.68
C 0.05 -0.83 0.69
O -0.81 -1.60 0.85
H 2.89 0.36 1.74
H 3.11 -0.49 0.22
H 2.46 -1.36 1.61
H 0.97 0.91 0.12
C -2.12 0.44 -1.50
O -1.39 1.15 -0.53
H -3.15 0.81 -1.59
H -1.61 0.62 -2.45
H -2.15 -0.63 -1.30
H -1.78 1.03 0.37
```

Results
- E_tot (eV) = -8371.1059
- structure (SMILES) = CC=C=O.CO
- ΔE to the lowest compared entry with this formula, charge and spin (eV) = 2.1758